# 1
Formula: CH3P4
Source: the Open Molecules 2025 dataset
Level of theory: ωB97M-V/def2-TZVPD

Each line ends with the natural charge from an NBO analysis.
Element x y z (Å)
C 0.41640 -0.08214 0.73429  -0.86
P -1.96545 0.34017 0.16968  0.40
P 1.05342 1.43673 0.00708  0.54
P 0.77806 -1.72166 -0.11437  0.61
P -0.27817 0.04431 -1.06705  0.22
H -2.58651 -0.98805 -0.05670  0.02
H 0.34786 2.51009 0.63017  0.04
H 2.23439 -1.53944 -0.30310  0.03

Force components x, y, z for each atom (eV/Å):
-1.874 -0.627 -0.566
1.115 -1.532 1.043
1.376 -0.541 0.358
0.179 1.607 1.367
0.297 0.468 -2.011
0.625 0.858 0.271
-0.662 -0.532 -0.197
-1.056 0.299 -0.265

* net charge: +1
* LUMO: -6.36 eV
* HOMO-LUMO gap: 7.8335 eV
* E_tot: -38229.27212 eV
* energy relative to the best compared isomer or geometry (same formula, charge and spin): 0.741 eV
* multiplicity: 1

---

# 2
Formula: CH3PS
Source: the Open Molecules 2025 dataset
Level of theory: ωB97M-V/def2-TZVPD

Each line ends with the natural charge from an NBO analysis.
Element x y z (Å)
C -2.46881 -0.72915 -0.15804  -0.75
P -1.72448 0.60215 0.07855  0.53
S 2.45576 0.07012 -0.18558  -0.30
H 2.94042 0.33148 1.07138  0.15
H 1.73639 1.25995 -0.12124  0.15
H -2.93928 -1.53455 -0.68508  0.22

Force components x, y, z for each atom (eV/Å):
0.631 1.251 -0.742
-0.488 -0.937 0.257
-0.384 1.376 0.953
-0.188 -0.305 -0.733
0.574 -1.064 -0.221
-0.145 -0.321 0.486

* net charge: 0
* LUMO: 0.36 eV
* HOMO-LUMO gap: 10.1006 eV
* E_tot: -21207.28314 eV
* SMILES string: C#P.S
* energy relative to the best compared isomer or geometry (same formula, charge and spin): 1.660 eV
* multiplicity: 1

---

# 3
Formula: CH3PS3
Source: the Open Molecules 2025 dataset
Level of theory: ωB97M-V/def2-TZVPD

Each line ends with the natural charge from an NBO analysis.
Element x y z (Å)
C 0.27994 -0.52339 -1.06882  -0.45
P 0.47431 0.68684 1.29475  0.69
S -1.00194 -0.19117 0.00519  0.03
S -0.31294 -1.46528 -2.41816  0.14
S 2.17752 -0.20251 1.29046  -0.44
H 0.34630 2.14199 0.80637  -0.01
H -0.28892 0.79826 2.36418  -0.05
H -1.67429 -1.24474 -2.27396  0.09

Force components x, y, z for each atom (eV/Å):
-1.302 -1.425 -1.533
0.835 1.972 -2.385
0.955 0.276 -0.010
-0.300 1.257 0.756
-0.293 0.393 0.557
0.465 -1.955 0.663
-0.996 0.050 2.171
0.637 -0.566 -0.220

* net charge: 0
* LUMO: -0.51 eV
* HOMO-LUMO gap: 8.2976 eV
* E_tot: -42877.41302 eV
* energy relative to the best compared isomer or geometry (same formula, charge and spin): 1.824 eV
* multiplicity: 1